Here is C25H32Br2N2OS7SiTa as an isolated structure at a distorted geometry from the OMol25 dataset. Energies are from ωB97M-V/def2-TZVPD.

Geometry (Å):
Ta1 0.210 0.060 -0.890
S1 -0.501 2.060 -2.400
S2 -1.829 1.098 -3.612
S3 -0.804 -0.623 -4.120
S4 -0.831 -1.674 -2.363
C1 -2.736 2.230 3.233
C2 -1.310 2.701 3.015
S5 -0.677 2.601 1.307
C3 -1.895 3.548 0.354
C4 -3.086 2.763 -0.222
S6 -2.859 0.955 -0.420
C5 -4.368 0.302 0.357
C6 -4.531 0.552 1.864
S7 -2.984 0.462 2.829
H1 -3.429 2.817 2.633
H2 -2.996 2.362 4.283
H3 -0.612 2.100 3.599
H4 -1.214 3.739 3.336
H5 -1.305 3.967 -0.456
H6 -2.245 4.370 0.980
H7 -3.316 3.146 -1.214
H8 -3.970 2.880 0.402
H9 -4.317 -0.766 0.150
H10 -5.217 0.711 -0.190
H11 -5.205 -0.194 2.283
H12 -4.975 1.528 2.050
C7 -2.767 -2.884 -0.207
C8 -1.831 -2.690 0.943
C9 -1.996 -3.532 2.066
C10 -1.237 -3.362 3.182
C11 -0.302 -2.309 3.219
C12 0.477 -1.958 4.348
Br1 0.389 -3.000 5.923
C13 1.282 -0.855 4.332
C14 1.402 -0.098 3.159
Br2 2.432 1.482 3.181
C15 0.753 -0.466 2.002
O1 0.909 0.147 0.829
C16 -0.162 -1.542 2.043
N1 -0.900 -1.749 0.913
H13 -3.762 -3.124 0.169
H14 -2.439 -3.721 -0.827
H15 -2.819 -2.002 -0.835
H16 -2.752 -4.304 2.022
H17 -1.354 -3.999 4.047
H18 1.833 -0.562 5.214
C17 4.156 0.573 -0.042
Si1 3.323 1.224 -1.592
C18 2.566 2.932 -1.381
C19 4.525 1.168 -3.031
N2 1.915 0.110 -1.869
C20 2.242 -0.953 -2.771
C21 2.489 -2.230 -2.266
C22 2.802 -3.271 -3.123
C23 2.877 -3.051 -4.491
C24 2.635 -1.782 -4.997
C25 2.316 -0.736 -4.145
H19 5.005 1.208 0.223
H20 4.533 -0.441 -0.190
H21 3.470 0.562 0.802
H22 3.340 3.657 -1.122
H23 1.816 2.950 -0.581
H24 2.090 3.267 -2.303
H25 5.452 1.665 -2.736
H26 4.141 1.686 -3.911
H27 4.776 0.148 -3.321
H28 2.452 -2.386 -1.193
H29 2.983 -4.260 -2.721
H30 3.135 -3.863 -5.157
H31 2.689 -1.602 -6.063
H32 2.119 0.255 -4.531

Force components x, y, z for each atom (eV/Å):
-1.048 -0.382 -3.206
0.426 -0.239 0.909
-0.148 -0.309 -0.242
-0.029 0.425 -0.215
0.419 0.533 1.216
0.066 -0.320 -0.066
0.029 -0.090 -0.287
-0.114 0.468 0.024
0.203 -0.311 0.268
0.034 -0.338 -0.010
-0.212 0.112 -0.142
0.412 0.060 0.217
0.355 -0.078 0.005
-0.249 0.169 0.031
-0.015 0.014 0.038
-0.010 0.126 -0.011
0.040 0.048 0.022
0.020 -0.009 0.070
-0.073 0.097 -0.033
-0.033 0.059 -0.074
-0.069 0.099 0.042
-0.007 0.020 -0.015
-0.075 0.051 0.006
-0.057 -0.078 -0.004
-0.092 0.032 -0.056
-0.040 -0.013 0.028
-0.014 -0.049 -0.025
-0.005 0.138 -0.085
0.037 0.028 0.124
-0.064 -0.018 -0.047
0.068 0.117 -0.174
0.029 0.029 0.142
-0.013 0.091 -0.084
-0.113 -0.188 0.139
0.065 0.384 -0.593
-0.025 -0.111 0.083
-0.050 -0.434 1.015
0.602 0.406 0.254
0.042 -0.102 0.062
0.320 0.237 -0.476
0.023 -0.047 0.018
-0.018 0.009 -0.011
-0.037 -0.014 0.002
0.004 -0.008 -0.003
-0.039 -0.013 -0.008
0.019 0.007 -0.016
-0.078 0.178 -0.288
0.274 0.260 0.327
0.198 -0.311 0.100
-0.278 0.030 0.110
-0.961 -0.357 0.909
0.108 -0.654 -0.268
0.145 0.200 0.011
-0.013 -0.085 0.040
0.006 0.006 -0.016
0.007 -0.019 -0.021
0.022 0.139 0.178
0.004 -0.012 0.019
0.000 0.003 -0.081
0.013 0.004 0.000
-0.015 -0.009 0.059
0.034 0.051 0.036
0.006 -0.031 -0.026
-0.051 0.042 0.089
-0.014 -0.015 -0.008
0.019 -0.009 0.042
-0.014 -0.030 -0.012
0.032 0.022 0.001
-0.029 0.005 -0.007
0.014 0.000 0.009
0.008 -0.012 -0.035

Calculated values
energy = -256832.1410 eV
gap between HOMO and LUMO = 6.56 eV
2S+1 = 1
lowest unoccupied orbital energy = -4.12 eV
total charge = +1



Here is one molecule with the formula C5H11N at a distorted geometry from the OMol25 dataset. Energies are from ωB97M-V/def2-TZVPD.

Geometry (Å):
C1 0.435 0.497 -2.684
C2 -0.364 -0.092 -1.449
N1 -0.910 -1.316 1.351
C3 -0.327 -0.078 1.161
C4 0.207 0.296 -0.039
C5 0.315 0.476 2.413
H1 1.511 0.227 -2.657
H2 0.089 -0.083 -3.591
H3 0.340 1.577 -2.735
H4 -0.147 -1.168 -1.487
H5 -1.279 0.498 -1.462
H6 -1.328 -1.398 2.319
H7 -1.347 -1.908 0.669
H8 1.219 0.675 0.003
H9 1.390 0.574 2.183
H10 -0.075 1.479 2.752
H11 0.270 -0.258 3.255

Force components x, y, z for each atom (eV/Å):
0.248 -1.895 0.347
2.947 1.489 1.029
-2.001 0.045 3.128
2.595 -0.682 -1.608
-0.788 -0.042 -0.603
0.245 0.187 0.827
-0.431 0.316 0.345
-0.017 1.215 0.722
-0.124 0.030 -0.367
-1.679 -0.126 -0.410
-0.931 -1.563 -0.284
0.405 -0.184 -1.930
-0.026 0.450 -0.432
-0.195 1.009 -0.041
-0.393 0.269 0.224
0.300 -1.150 -0.436
-0.157 0.631 -0.512

Calculated values
energy = -6851.5453 eV
gap between HOMO and LUMO = 8.45 eV
SMILES string = CC/C=C(/C)N
2S+1 = 1
lowest unoccupied orbital energy = 1.07 eV



Here is C42H112CuN8O14 as an isolated structure at a distorted geometry from the OMol25 dataset. Energies are from ωB97M-V/def2-TZVPD.

Geometry (Å):
N1 -9.483 -1.588 -5.566
H1 -9.255 -2.570 -5.503
H2 -10.013 -1.432 -4.721
H3 -10.178 -1.498 -6.293
H4 -8.674 -0.988 -5.638
N2 -4.254 -4.584 -5.646
H5 -3.758 -4.650 -6.523
H6 -5.250 -4.489 -5.784
H7 -3.985 -3.887 -4.966
H8 -4.238 -5.473 -5.167
Cu1 -7.672 -3.121 -0.364
C1 -3.503 0.962 0.197
C2 -2.781 0.194 -1.011
C3 -1.484 -0.488 -0.558
O1 -3.751 -0.685 -1.610
H9 -4.186 0.369 0.806
H10 -4.211 1.719 -0.139
H11 -2.801 1.463 0.864
H12 -2.629 0.955 -1.777
H13 -0.948 -0.938 -1.394
H14 -1.630 -1.092 0.337
H15 -0.954 0.388 -0.182
C4 -0.471 -8.463 -4.219
C5 -1.212 -8.829 -2.906
C6 -0.522 -7.994 -1.812
O2 -2.550 -8.500 -2.938
H16 -0.774 -8.994 -5.122
H17 0.611 -8.577 -4.290
H18 -0.605 -7.405 -4.447
H19 -1.053 -9.907 -2.922
H20 -0.989 -8.147 -0.839
H21 -0.425 -6.924 -1.995
H22 0.507 -8.350 -1.762
C7 8.857 -4.609 3.494
O3 7.568 -4.125 3.930
C8 6.898 -3.158 3.009
C9 5.489 -2.663 3.461
N3 4.669 -3.699 4.108
C10 4.121 -4.734 3.123
C11 3.581 -5.930 3.806
O4 4.347 -7.095 3.592
C12 5.611 -6.941 4.170
H23 9.430 -3.688 3.389
H24 8.895 -5.242 2.608
H25 9.457 -5.303 4.084
H26 6.796 -3.702 2.070
H27 7.489 -2.245 2.938
H28 4.788 -2.146 2.805
H29 5.776 -1.998 4.275
H30 5.382 -4.114 4.691
H31 4.807 -5.060 2.341
H32 3.301 -4.291 2.558
H33 2.501 -6.076 3.774
H34 3.504 -5.752 4.879
H35 6.133 -7.874 4.384
H36 5.603 -6.337 5.078
H37 6.358 -6.496 3.514
C13 -8.995 4.341 -2.826
O5 -8.817 4.453 -4.229
C14 -8.394 3.279 -4.877
C15 -7.123 3.552 -5.808
N4 -6.680 2.260 -6.230
C16 -5.741 2.277 -7.340
C17 -6.276 2.803 -8.608
O6 -7.342 1.935 -9.063
C18 -8.024 2.451 -10.260
H38 -9.791 5.027 -2.534
H39 -8.125 4.825 -2.382
H40 -9.024 3.329 -2.421
H41 -9.313 2.933 -5.351
H42 -8.426 2.417 -4.209
H43 -6.300 4.141 -5.403
H44 -7.588 4.174 -6.573
H45 -6.209 1.939 -5.396
H46 -5.593 1.232 -7.612
H47 -4.748 2.630 -7.062
H48 -5.503 2.941 -9.364
H49 -6.647 3.803 -8.382
H50 -7.845 1.896 -11.181
H51 -7.763 3.459 -10.582
H52 -9.073 2.188 -10.121
C19 -14.090 4.268 5.161
O7 -12.679 4.118 5.010
C20 -11.980 5.282 5.468
C21 -10.477 5.261 5.418
N5 -10.052 3.858 5.732
C22 -8.690 3.674 5.255
C23 -7.627 4.594 5.967
O8 -7.319 5.862 5.432
C24 -6.440 5.869 4.381
H53 -14.398 5.121 4.555
H54 -14.465 4.454 6.167
H55 -14.646 3.404 4.796
H56 -12.313 5.594 6.458
H57 -12.347 6.132 4.893
H58 -9.943 5.909 6.113
H59 -10.092 5.634 4.469
H60 -10.219 3.655 6.707
H61 -8.750 3.666 4.166
H62 -8.400 2.640 5.442
H63 -6.682 4.051 5.970
H64 -7.855 4.774 7.017
H65 -6.434 6.888 3.993
H66 -7.011 5.263 3.677
H67 -5.526 5.327 4.620
C25 13.565 3.100 -2.739
O9 12.340 3.348 -2.098
C26 12.209 4.657 -1.381
C27 11.916 5.837 -2.316
N6 10.687 5.746 -3.073
C28 9.502 6.220 -2.375
C29 8.253 5.886 -3.217
O10 7.339 5.050 -2.475
C30 6.356 4.284 -3.215
H68 13.495 2.255 -3.424
H69 14.221 2.840 -1.909
H70 14.029 3.847 -3.383
H71 13.122 4.693 -0.786
H72 11.458 4.486 -0.611
H73 12.775 5.612 -2.948
H74 12.301 6.784 -1.937
H75 10.580 4.751 -3.209
H76 9.694 7.293 -2.367
H77 9.537 5.744 -1.395
H78 8.351 5.300 -4.131
H79 7.724 6.782 -3.543
H80 5.569 3.907 -2.562
H81 6.695 3.463 -3.846
H82 5.814 4.937 -3.900
C31 5.694 -11.710 -7.356
O11 5.415 -11.086 -8.628
C32 5.056 -9.755 -8.561
C33 6.141 -8.817 -7.844
N7 5.695 -7.434 -7.609
C34 6.625 -6.636 -6.908
C35 6.235 -5.152 -6.758
O12 5.216 -4.871 -5.737
C36 5.668 -4.774 -4.427
H83 5.408 -12.752 -7.208
H84 5.312 -11.068 -6.562
H85 6.782 -11.765 -7.395
H86 4.096 -9.752 -8.044
H87 4.880 -9.349 -9.557
H88 7.110 -8.827 -8.342
H89 6.246 -9.390 -6.923
H90 4.749 -7.547 -7.273
H91 7.553 -6.614 -7.479
H92 6.729 -7.079 -5.917
H93 5.755 -4.840 -7.685
H94 7.105 -4.498 -6.819
H95 5.672 -5.677 -3.816
H96 4.970 -3.986 -4.144
H97 6.532 -4.115 -4.334
C37 -0.044 2.810 7.886
O13 -0.186 3.860 8.921
C38 -0.666 3.270 10.130
C39 -1.044 4.383 11.090
N8 0.067 5.243 11.050
C40 -0.254 6.550 11.642
C41 1.051 7.167 12.147
O14 1.204 7.131 13.544
C42 1.190 5.821 14.063
H98 0.551 1.966 8.234
H99 0.345 2.997 6.885
H100 -1.062 2.423 7.938
H101 -0.030 2.570 10.670
H102 -1.519 2.597 10.049
H103 -1.285 3.964 12.067
H104 -1.923 4.967 10.815
H105 0.158 5.162 10.048
H106 -1.034 6.426 12.393
H107 -0.720 7.293 10.994
H108 1.099 8.239 11.955
H109 1.903 6.718 11.637
H110 1.427 5.952 15.119
H111 1.900 5.062 13.735
H112 0.232 5.325 13.907

Force components x, y, z for each atom (eV/Å):
-1.077 -0.810 0.521
0.635 -0.508 -0.197
0.028 0.635 0.829
0.067 0.463 -0.915
0.350 0.502 -0.225
-1.216 -0.751 0.703
0.515 0.328 -0.217
-0.490 0.478 -0.588
0.798 0.640 0.034
0.822 -0.995 0.434
0.317 0.146 -0.083
-0.086 0.039 -0.421
-3.089 -1.713 0.291
-0.711 1.701 0.203
1.136 0.810 0.662
0.524 -0.815 -0.035
0.311 0.237 -0.597
0.215 -0.047 -0.033
0.588 0.355 -0.077
-0.066 -0.233 0.321
-0.103 -0.515 -0.426
0.858 -0.118 -0.079
0.153 0.798 -1.459
-0.764 1.935 -0.701
0.850 -1.248 0.387
0.496 -0.227 -0.619
-0.710 -0.285 0.182
0.282 -0.314 0.948
-0.316 0.287 0.101
0.061 -0.501 1.045
-0.052 0.005 -0.051
-0.540 -0.015 -0.430
0.288 -0.061 0.376
0.007 1.288 -0.702
-1.006 -0.019 0.106
0.159 -1.107 -0.662
0.354 -1.012 2.079
0.037 -0.807 -1.355
0.116 1.784 0.126
-0.574 -0.516 2.010
-0.453 -0.386 0.053
1.454 -0.107 -0.017
0.606 -0.308 -0.497
-0.854 0.639 -0.910
-0.920 0.393 1.621
0.354 0.291 -0.351
0.445 -0.223 -0.372
0.982 0.188 -0.794
-0.537 0.478 0.084
-0.362 -0.926 0.401
0.488 -0.021 0.128
0.019 0.581 0.136
-0.029 -0.660 -1.681
1.008 0.382 0.630
-0.820 -0.542 0.209
-0.198 -0.058 0.172
-0.278 0.672 -0.416
1.140 1.589 0.093
-0.062 -0.347 0.358
-0.250 0.592 0.086
-2.749 0.043 0.879
-0.096 -0.170 -0.263
0.624 -2.315 0.256
-1.121 0.966 -0.509
0.362 1.304 -1.181
0.109 -1.345 0.255
-0.512 -0.652 0.001
0.337 -0.200 0.370
-0.552 -0.036 -0.242
0.243 0.238 -1.901
1.659 -0.029 0.826
-0.284 0.216 0.748
0.346 -0.247 -0.462
0.305 -0.633 -0.149
0.359 -0.420 0.319
0.034 0.652 -0.199
0.151 -0.332 -0.047
-0.454 0.245 -0.470
0.946 -0.648 0.148
-0.396 0.316 0.887
-0.207 1.010 0.320
0.162 0.553 -0.595
0.185 -0.046 0.728
-1.500 1.327 0.128
0.433 -1.961 0.419
0.148 1.123 -1.683
-0.077 -0.155 1.373
0.825 -0.543 -0.868
-1.474 0.988 2.290
-1.439 -1.079 -1.219
-0.252 0.210 -0.109
0.518 0.020 0.409
0.572 -0.231 -0.133
-0.096 -0.631 0.587
0.045 0.251 -0.511
-0.759 0.588 0.379
-0.021 -0.770 -0.388
0.356 0.017 0.073
0.396 0.775 -0.110
0.146 -0.098 0.413
0.245 -0.424 0.099
-0.525 -0.189 -0.060
0.825 -0.139 0.131
0.758 -0.154 -1.260
0.536 0.565 -0.102
0.556 -0.458 0.675
-1.632 1.829 -0.335
-0.027 -1.713 0.649
2.353 -1.532 -0.143
0.693 -0.296 -0.378
0.679 -0.234 -1.101
-1.538 -0.987 0.137
-0.614 -0.870 0.569
0.000 1.455 -0.180
-0.483 -0.277 0.349
0.811 -0.072 -0.360
-0.315 0.785 0.316
0.374 0.838 -0.225
-0.432 -0.235 -0.302
-0.160 0.378 -1.235
-1.119 0.322 0.416
-0.077 -0.302 -0.417
-0.689 0.123 0.677
-1.012 0.410 0.365
1.381 0.250 -0.258
-0.033 0.332 0.218
0.503 0.017 0.486
0.794 -0.115 0.271
-0.015 0.352 -0.193
1.118 0.808 -0.843
0.149 -1.647 -0.276
0.480 1.907 0.278
-1.128 -0.913 0.126
-1.142 -1.991 -2.341
-0.254 1.159 1.086
-1.638 -0.447 -0.628
1.828 -1.095 -2.486
-0.709 2.420 0.237
-0.870 0.166 -0.681
0.119 -0.361 0.260
0.204 0.181 0.967
-0.214 0.778 0.453
0.029 -0.410 -0.199
-0.142 -0.078 -0.317
0.655 0.456 0.609
0.065 0.897 0.622
0.218 -0.387 0.221
0.917 0.186 0.468
-0.421 -0.328 -0.129
0.263 0.097 1.324
0.071 0.072 -0.125
-0.648 -0.641 1.536
1.038 -0.828 -0.157
-1.198 -0.680 1.960
0.714 -1.645 -0.994
-1.331 -0.524 0.754
-0.912 -0.922 0.109
0.137 0.757 0.840
0.955 0.042 -0.682
-0.353 1.114 0.349
0.505 -0.939 -0.020
-0.115 -0.177 1.107
0.414 0.188 0.487
-0.355 1.234 0.342
-0.085 -0.334 -1.223
1.305 0.392 -0.388
-0.643 0.209 -1.079
0.246 -0.170 0.277
-0.686 -0.384 -0.557
1.344 1.860 -0.223
0.433 -0.151 0.523
-0.031 -0.170 -0.775
-0.174 0.061 -0.320
0.008 -0.311 -0.044
-0.472 -0.154 0.141
0.638 0.540 -0.866
-0.343 0.162 0.282

Calculated values
energy = -130559.0540 eV
gap between HOMO and LUMO = 1.80 eV
2S+1 = 1
lowest unoccupied orbital energy = -5.69 eV
total charge = +1